Version P
Here is a gas-phase ion, C4H11N2O (charge -1) from the Open Molecules 2025 dataset. Energies are from ωB97M-V/def2-TZVPD.

Last column: Mulliken charge in e.
Element x y z (Å)
N: -0.91231 0.30134 -3.29555  -0.631
C: -0.23771 -0.22697 -2.03149  -0.302
N: 0.01902 0.88100 -1.03207  -0.438
C: 1.00365 0.68957 0.10254  -0.485
C: 0.20169 0.37194 1.40283  -0.515
C: 0.38089 -1.07511 2.10111  -0.398
O: -0.40933 -1.05026 3.15497  -0.887
H: -0.14647 0.79984 -3.89971  0.252
H: -1.70681 0.91134 -3.22640  0.226
H: 0.80407 -0.60890 -2.21083  0.249
H: -0.86748 -1.07482 -1.67134  0.250
H: -0.73634 1.33689 -0.63008  0.282
H: 1.43573 1.69951 0.27146  0.230
H: 1.79816 -0.02026 -0.18675  0.342
H: 0.36552 1.21275 2.17065  0.313
H: -0.93032 0.40811 1.27861  0.175
H: 0.02838 -1.74288 1.27007  0.091
H: 1.39214 -1.35252 2.43800  0.245

* net charge: -1
* orbital gap: 5.85 eV
* spin multiplicity: 1
* structure (SMILES): NCNCCC[O-]
* E_LUMO: 3.8 eV
* molecular weight: 103.14 g/mol

=====

Version Q
Here is a gas-phase ion, C4H11N2O (charge -1) from the Open Molecules 2025 dataset. Energies are from ωB97M-V/def2-TZVPD.

Last column: Mulliken charge in e.
Element x y z (Å)
C: 1.40846 -0.49543 -1.46330  -1.447
C: -0.00200 0.02270 -1.21171  0.266
N: 0.05152 1.47488 -0.93449  -0.804
C: -0.70740 -0.77309 -0.09530  -0.759
N: -0.03438 -0.72968 1.21899  -0.494
C: -0.70609 0.21296 2.22131  -0.524
O: -0.84489 1.47306 1.84381  -0.889
H: 1.53821 -1.51649 -1.08052  0.315
H: 1.73704 -0.47959 -2.50143  0.370
H: 2.14881 0.14111 -0.96644  0.343
H: -0.60645 -0.04535 -2.11627  0.333
H: -0.79059 1.91672 -1.29248  0.261
H: -0.05298 1.62105 0.09072  0.360
H: -1.71442 -0.36987 -0.01371  0.415
H: -0.64776 -1.82677 -0.37832  0.371
H: 0.91113 -0.36305 1.12047  0.230
H: -0.03771 0.05692 3.11420  0.327
H: -1.65051 -0.32008 2.44447  0.326

* net charge: -1
* orbital gap: 6.93 eV
* spin multiplicity: 1
* structure (SMILES): C[C@H](N)CNC[O-]
* E_LUMO: 4.1 eV
* molecular weight: 103.14 g/mol

=====

Version R
Here is 2 unconnected molecules or ions with the total composition C4H11N2O from the Open Molecules 2025 dataset. Energies are from ωB97M-V/def2-TZVPD.

Last column: Mulliken charge in e.
Element x y z (Å)
C: -0.07799 0.34970 0.56978  -0.007
C: -0.90889 1.45591 0.01305  -0.269
C: -0.41921 1.86353 -1.40876  -0.965
N: -0.18940 0.76473 -2.40291  -0.647
N: -0.45810 -0.96919 0.50951  -0.162
C: 0.63932 -1.88837 0.88013  -0.360
O: 1.11307 -1.62671 2.08212  -0.818
H: 0.33081 0.51348 1.56740  0.375
H: 0.91916 0.33431 -0.13022  -0.615
H: -1.96589 1.20928 0.02105  0.290
H: -0.70666 2.32397 0.67144  0.223
H: 0.68402 1.67887 -1.41379  0.391
H: -0.84963 2.78630 -1.83598  0.353
H: -1.10105 0.36026 -2.67285  0.032
H: 1.73331 0.35549 -0.36284  0.355
H: -0.87120 -1.19857 -0.40716  0.329
H: 1.45144 -1.79408 0.07528  0.237
H: 0.21097 -2.90641 0.66703  0.258

* net charge: -1
* orbital gap: 5.62 eV
* spin multiplicity: 1
* E_LUMO: 2.9 eV
* molecular weight: 103.14 g/mol

=====

Which of them is the most stable, and which is the least stable? version Q and version R, in that order.

=====

Version P
Here is 2 unconnected molecules or ions with the total composition C2H8S2 from the Open Molecules 2025 dataset. Energies are from ωB97M-V/def2-TZVPD.

Last column: Mulliken charge in e.
Element x y z (Å)
C: -1.93702 1.02673 -0.19526  -0.863
S: -1.46070 -0.75310 -0.62417  -0.069
S: 0.54221 -0.39108 -0.37996  -0.168
H: -2.17198 1.06523 0.86290  0.342
H: -2.96189 1.05273 -0.68708  0.255
H: -1.49419 1.99315 -0.50084  0.353
H: 0.87278 -1.04117 -1.52740  0.146
C: 3.19958 1.03499 1.92836  -0.861
H: 2.17275 0.61776 2.16172  0.155
H: 3.08756 1.61184 0.98012  0.207
H: 3.94159 0.24373 1.75538  0.229
H: 3.54960 1.74847 2.67398  0.274

* net charge: 0
* orbital gap: 9.09 eV
* spin multiplicity: 1
* structure (SMILES): CSS.C
* E_LUMO: 0.6 eV
* molecular weight: 96.22 g/mol

=====

Version Q
Here is 2 unconnected molecules or ions with the total composition C2H8S2 from the Open Molecules 2025 dataset. Energies are from ωB97M-V/def2-TZVPD.

Last column: Mulliken charge in e.
Element x y z (Å)
C: 2.35502 0.40108 1.96365  -0.775
S: 1.28225 -0.89940 1.16628  -0.034
S: 1.63238 -0.52159 -0.89733  -0.224
H: 1.57360 0.67232 2.77021  0.222
H: 3.15988 -0.12429 2.43229  0.280
H: 2.61270 1.32278 1.48845  0.361
H: 0.86346 -1.51330 -1.45877  0.146
C: -2.71177 0.13330 -1.50444  -0.800
H: -2.49453 0.98614 -2.13398  0.247
H: -1.77517 -0.14691 -1.16892  0.100
H: -3.26706 0.32486 -0.57013  0.241
H: -3.23076 -0.63500 -2.08732  0.237

* net charge: 0
* orbital gap: 8.61 eV
* spin multiplicity: 1
* structure (SMILES): CSS.C
* E_LUMO: 0.4 eV
* molecular weight: 96.22 g/mol

=====

Which of them is the most stable, and which is the least stable? version P and version Q, in that order.

=====

Version P
Here is 4 unconnected molecules or ions with the total composition C3H13O3S from the Open Molecules 2025 dataset. Energies are from ωB97M-V/def2-TZVPD.

Last column: Mulliken charge in e.
Element x y z (Å)
C: -1.74930 -0.11267 1.21003  -0.880
C: -2.31311 0.57277 -0.03701  -0.478
C: -1.26292 1.35806 -0.89850  -0.605
S: 0.18244 0.41416 -1.49059  -0.601
H: -1.54389 -1.15098 0.93454  0.237
H: -0.87804 0.34293 1.69368  0.249
H: -2.52130 -0.11673 1.98863  0.312
H: -3.23835 1.13385 0.14495  0.377
H: -2.54463 -0.13253 -0.84325  0.192
H: -1.76721 1.63959 -1.83859  0.244
H: -1.03026 2.32541 -0.45193  0.341
H: 4.06942 1.59230 0.85914  0.289
H: 4.38094 0.21311 0.49365  0.398
O: 4.78872 0.96212 0.96492  -0.653
H: -0.25115 -1.55241 -0.99990  0.178
H: -1.21612 -2.70473 -1.05336  0.269
O: -0.28446 -2.56703 -0.85649  -0.665
H: 2.69309 -1.47474 0.09000  0.296
H: 1.84130 -0.21163 -0.19658  0.223
O: 2.64483 -0.53086 0.28665  -0.722

* net charge: -1
* orbital gap: 7.40 eV
* spin multiplicity: 1
* E_LUMO: 3.8 eV
* molecular weight: 129.20 g/mol

=====

Version Q
Here is 4 unconnected molecules or ions with the total composition C3H13O3S from the Open Molecules 2025 dataset. Energies are from ωB97M-V/def2-TZVPD.

Last column: Mulliken charge in e.
Element x y z (Å)
C: 1.61843 2.45391 -1.63452  -0.962
C: 1.54937 2.21086 -0.13330  -0.364
C: 0.84245 0.81625 0.29435  -0.846
S: 1.39105 -0.74090 -0.28605  -0.598
H: 0.53974 2.59369 -1.88118  0.235
H: 2.32474 3.20519 -2.00052  0.310
H: 1.86136 1.46921 -2.10865  0.237
H: 0.96182 3.01948 0.50149  0.245
H: 2.60278 2.16410 0.24550  0.271
H: 0.69839 0.83475 1.40775  0.304
H: -0.19814 0.92757 -0.08662  0.258
H: -5.10618 -0.30270 2.17383  0.302
H: -3.81042 -1.15991 2.04583  0.358
O: -4.61093 -1.04428 2.52880  -0.651
H: 1.43389 -3.86686 -2.04592  0.283
H: 1.14418 -3.39208 -0.60251  0.323
O: 0.98304 -4.14556 -1.31097  -0.638
H: -1.32002 -2.34951 1.35393  0.298
H: -1.12782 -1.08140 0.58997  0.265
O: -1.77773 -1.61181 0.94879  -0.630

* net charge: -1
* orbital gap: 6.45 eV
* spin multiplicity: 1
* E_LUMO: 3.5 eV
* molecular weight: 129.20 g/mol

=====

Version R
Here is 4 unconnected molecules or ions with the total composition C3H13O3S from the Open Molecules 2025 dataset. Energies are from ωB97M-V/def2-TZVPD.

Last column: Mulliken charge in e.
Element x y z (Å)
C: -3.37049 -1.78929 0.13453  -1.268
C: -2.18996 -1.00660 -0.52486  -0.403
C: -1.02648 -0.55096 0.43272  -0.524
S: -0.58758 1.20230 0.24763  -0.693
H: -4.10850 -1.90817 -0.67341  0.324
H: -2.96160 -2.78258 0.35527  0.318
H: -3.83612 -1.30418 0.98580  0.373
H: -2.62563 -0.04871 -0.85389  0.306
H: -1.81559 -1.64095 -1.32425  0.294
H: -1.33688 -0.73540 1.46511  0.316
H: -0.23067 -1.17377 0.05585  0.221
H: 6.22500 1.05891 3.87634  0.315
H: 6.65342 0.65886 2.45999  0.318
O: 6.52574 1.41205 3.03138  -0.634
H: -0.46274 1.24205 -1.97311  0.217
H: -0.79757 2.20782 -3.07476  0.283
O: -0.48989 1.31234 -2.96414  -0.677
H: 1.56017 0.88797 -0.22537  0.299
H: 2.36405 1.81796 -1.05061  0.292
O: 2.51131 1.14036 -0.38022  -0.676

* net charge: -1
* orbital gap: 6.27 eV
* spin multiplicity: 1
* E_LUMO: 3.0 eV
* molecular weight: 129.20 g/mol

=====

Which of them is the most stable, and which is the least stable? version P and version Q, in that order.

=====

Version P
Here is 2 unconnected molecules or ions with the total composition C4H10 from the Open Molecules 2025 dataset. Energies are from ωB97M-V/def2-TZVPD.

Last column: Mulliken charge in e.
Element x y z (Å)
C: -2.42062 -0.44960 0.73723  -0.469
C: -2.30342 0.39890 -0.27503  -0.477
H: -2.32756 -0.24570 1.80790  0.276
H: -2.40480 -1.51993 0.45632  0.201
H: -2.71596 1.43628 -0.27923  0.223
H: -1.63096 0.14060 -1.03671  0.245
C: 2.53060 -0.46388 -0.64522  -0.818
C: 1.62192 0.53163 0.18737  -0.710
H: 1.65304 -1.06818 -1.04077  0.230
H: 3.08125 -1.25361 -0.02795  0.238
H: 3.45662 -0.06251 -1.10861  0.321
H: 0.80737 0.07835 0.80895  0.217
H: 2.28850 0.99488 0.88127  0.321
H: 1.22162 1.39749 -0.48720  0.203

* net charge: 0
* orbital gap: 10.38 eV
* spin multiplicity: 1
* structure (SMILES): C=C.CC
* E_LUMO: 1.1 eV
* molecular weight: 58.12 g/mol

=====

Version Q
Here is 2 unconnected molecules or ions with the total composition C4H10 from the Open Molecules 2025 dataset. Energies are from ωB97M-V/def2-TZVPD.

Last column: Mulliken charge in e.
Element x y z (Å)
C: -3.17637 -0.16114 1.31983  -0.459
C: -2.05684 0.47687 1.01057  -0.504
H: -3.18751 -0.83042 2.17418  0.218
H: -4.13481 0.01409 0.84915  0.231
H: -1.32182 0.62886 1.78805  0.258
H: -2.01988 1.06355 0.10581  0.255
C: 2.41913 0.46304 -0.98547  -0.853
C: 1.59298 -0.81776 -0.86323  -0.726
H: 2.29486 0.99324 -0.03676  0.255
H: 2.14767 1.10289 -1.81663  0.290
H: 3.49673 0.29692 -1.00495  0.284
H: 0.52042 -0.57799 -0.85290  0.178
H: 1.66371 -1.38246 -1.79488  0.299
H: 1.76174 -1.26967 0.10724  0.274

* net charge: 0
* orbital gap: 11.16 eV
* spin multiplicity: 1
* structure (SMILES): C=C.CC
* E_LUMO: 1.2 eV
* molecular weight: 58.12 g/mol

=====

Version R
Here is 2 unconnected molecules or ions with the total composition C4H10 from the Open Molecules 2025 dataset. Energies are from ωB97M-V/def2-TZVPD.

Last column: Mulliken charge in e.
Element x y z (Å)
C: -0.41702 3.78215 3.19085  -0.514
C: -1.08070 3.74756 4.38979  -0.454
H: -0.73707 3.07899 2.41345  0.243
H: -0.24077 4.75274 2.71544  0.227
H: -0.95777 2.81902 4.94391  0.240
H: -2.03002 4.27235 4.37687  0.257
C: 0.85688 -3.02156 -2.66362  -0.777
C: 0.59792 -3.64770 -4.03492  -0.783
H: 1.03815 -1.95324 -2.76217  0.251
H: 0.01003 -3.18610 -1.99591  0.248
H: 1.64617 -3.48242 -2.06587  0.280
H: 0.31766 -2.93601 -4.80364  0.272
H: -0.18467 -4.40671 -3.96874  0.251
H: 1.45159 -4.20921 -4.42248  0.258

* net charge: 0
* orbital gap: 8.68 eV
* spin multiplicity: 1
* structure (SMILES): C=C.CC
* E_LUMO: 0.1 eV
* molecular weight: 58.12 g/mol

=====

Which of them is the most stable, and which is the least stable? version Q and version R, in that order.